The following is a quantum chemistry calculation of a molecular structure, C42H68MnN2O5P3Te at a distorted geometry, from OMol25.

Geometry as XYZ:
```
122
Properties=species:S:1:pos:R:3:forces:R:3:lowdin_charge:R:1
N 2.016614 1.310469 0.794864 0.885 -0.333 -0.839 -0.141
O -0.210170 3.110979 -0.084866 -0.072 -0.321 -0.204 -0.404
H -1.024557 6.832615 -1.213664 -0.002 -0.175 -0.068 0.124
H -1.412721 5.949528 3.973249 -0.110 0.039 0.099 0.076
H -2.300150 -0.119492 0.443873 -0.076 -0.062 -0.057 0.066
C -1.252917 1.527585 6.163039 -0.119 -0.013 0.103 -0.086
H -2.503487 4.465906 0.041188 -0.058 -0.102 -0.015 0.060
C -2.666160 -1.146405 0.486335 0.001 0.269 0.211 -0.247
H -0.693266 -2.668559 -2.962020 0.013 0.128 -0.049 0.080
H -1.228857 -1.457194 2.010013 -0.001 0.024 -0.120 0.092
H 2.970199 -2.886386 0.063858 -0.019 0.019 -0.086 0.098
H -3.303934 -3.754085 -0.160063 0.015 -0.050 -0.119 0.092
C -1.181107 -3.270117 -2.198512 -0.237 -0.113 0.133 -0.214
H 2.766669 -2.820639 3.792715 0.033 -0.001 0.065 0.113
P -0.033812 -1.949892 0.033538 -0.261 -1.126 0.719 1.159
C 0.356557 2.625438 -3.272809 0.101 -0.145 0.376 -0.379
C 3.667181 -2.107402 1.949095 -0.002 -0.023 -0.062 -0.179
C -1.115573 0.212757 -3.739520 0.105 -0.086 0.439 -0.374
H -2.669959 2.508016 -3.498078 0.233 -0.015 0.011 0.084
H -3.700245 -0.995580 2.350893 -0.009 0.066 0.055 0.104
H 2.484624 -5.192554 2.990367 0.029 -0.072 -0.036 0.111
H 0.744034 0.109432 -4.847162 0.100 0.068 -0.028 0.071
C 3.881030 0.320108 -2.939297 -0.494 0.015 0.215 -0.008
C 3.366487 -3.217518 2.969702 0.129 -0.113 -0.069 -0.193
H 5.743358 0.280220 -3.972087 -0.001 -0.008 -0.083 0.103
C -1.538962 1.021752 3.834481 0.165 -0.026 -0.285 -0.023
H -2.407938 -5.053962 -2.203501 -0.042 0.037 -0.038 0.104
C -0.203542 -3.483975 -1.045195 0.034 0.627 0.170 -0.429
H 3.137647 -4.702186 1.433937 0.031 -0.084 -0.050 0.110
H -5.296570 -2.676661 0.437590 -0.086 -0.007 0.033 0.107
C 0.131676 -0.523269 -4.208757 0.026 -0.077 0.120 -0.160
H 4.296803 -3.599073 3.394552 -0.044 0.063 0.096 0.107
H 5.810723 2.050002 -0.088504 0.032 0.031 0.070 0.117
H -1.829335 -0.502549 -3.322111 -0.073 0.000 -0.027 0.063
H 1.719469 -3.059349 -1.933645 0.103 0.027 0.031 0.107
H -1.669120 1.630877 7.157560 0.013 -0.028 -0.014 0.102
C -1.086472 5.793088 -0.875425 -0.475 0.053 -0.351 -0.294
H 6.990423 1.394965 -2.156524 0.018 0.014 0.033 0.100
C -2.364768 2.382554 -2.455935 0.183 -0.108 0.514 -0.376
H -2.071245 -2.730141 -1.877309 -0.043 0.045 -0.056 0.082
H -0.482368 -6.334601 -3.551352 -0.006 -0.068 0.046 0.108
H 0.772397 -4.567750 1.195421 -0.122 -0.033 -0.031 0.088
C 5.276824 1.548310 -0.884851 -0.137 -0.047 0.079 -0.055
H 3.848499 2.089143 1.303238 -0.231 -0.017 -0.054 0.111
C -2.061579 1.135519 5.109241 -0.149 0.000 0.156 -0.077
N 1.626949 1.515755 2.069836 -1.079 -0.134 1.813 0.092
H -0.832590 5.132002 -1.709818 -0.017 0.101 -0.097 0.088
O 0.763513 4.324158 2.010101 0.233 -0.017 -0.582 -0.300
C 5.934738 1.193064 -2.041658 0.118 -0.027 -0.006 -0.091
C -1.577641 -4.633942 -2.777149 0.031 -0.014 -0.003 -0.180
C -3.942639 -1.234558 1.313003 -0.043 0.010 -0.235 -0.184
O -0.130118 5.656919 0.147068 0.433 -0.528 0.506 -0.298
C 0.620798 1.672691 4.670673 -0.005 -0.089 -0.109 -0.040
C 3.178716 0.688675 -1.776175 1.496 0.527 0.470 -0.331
C 0.089780 1.791582 5.939230 0.103 0.021 0.127 -0.079
H -0.954946 4.086209 -4.196741 -0.088 0.068 -0.039 0.062
H -2.172412 0.741987 3.003308 0.008 -0.024 -0.051 0.103
H 2.668707 -1.164733 0.277317 0.113 -0.221 0.007 0.073
H -1.603349 0.712321 -4.579651 -0.056 0.069 0.122 0.077
H -2.156554 3.368324 -2.038752 0.021 -0.005 -0.023 0.046
H -0.382107 -6.167073 -1.807217 -0.021 -0.064 0.021 0.112
C -4.540288 -2.645717 1.223848 0.004 -0.002 -0.048 -0.188
H -5.039810 -2.887481 2.163606 -0.053 -0.057 -0.011 0.107
C -2.146508 -3.354343 1.605023 0.031 -0.187 -0.148 -0.184
H -2.329442 -3.291825 2.681625 0.064 -0.036 0.026 0.122
H -2.747704 6.168165 0.445048 -0.063 0.051 0.013 0.075
H 1.067468 -1.709583 2.115912 -0.004 -0.040 -0.082 0.111
H 0.894509 -4.245101 -3.784956 0.053 0.057 -0.071 0.110
C 1.196841 -3.855872 1.902074 0.029 -0.004 -0.047 -0.196
H -3.739227 0.754525 -2.098875 -0.095 -0.185 0.013 0.064
C 0.920982 -4.837954 -2.869682 -0.022 -0.208 0.076 -0.187
C 3.238058 1.711202 0.485778 -0.538 -0.401 0.407 -0.240
H 0.724775 2.090193 6.763007 0.017 0.029 -0.003 0.105
H -4.669795 -0.497059 0.965677 0.007 0.034 0.107 0.109
H -0.611903 -4.283876 -0.421678 0.047 0.055 0.100 0.094
H -3.162700 1.560877 -0.638600 -0.085 -0.007 0.151 0.055
H -2.874750 -1.463755 -0.537635 -0.037 0.029 -0.071 0.093
C -0.390352 -5.606554 -2.744450 0.045 0.015 -0.174 -0.199
H 4.673449 -2.232147 1.542666 0.023 0.055 0.046 0.111
C -0.386619 4.448804 2.836657 -0.453 0.232 0.392 -0.273
H -3.811904 -4.679198 1.241692 0.059 0.031 -0.091 0.113
C -2.483622 5.479232 -0.355700 0.334 0.080 -0.049 -0.074
P -0.768408 1.441930 -2.388514 -0.573 0.658 -1.618 0.999
H -1.258594 4.007889 2.338085 0.052 -0.057 0.102 0.117
H -1.445369 -4.172640 1.453661 0.062 -0.018 0.110 0.079
H 1.704453 -4.485103 -0.894764 0.092 0.057 0.069 0.101
P 0.633196 4.240129 0.415778 0.463 1.247 0.413 0.141
C 2.588547 -4.347934 2.307794 -0.053 0.067 0.255 -0.200
H -0.164842 3.871824 3.739044 -0.154 0.100 -0.210 0.102
O -0.351837 0.773435 1.266489 -0.891 -0.641 -0.747 -0.193
C 1.259228 -2.436690 1.311639 -0.115 0.421 -0.476 -0.410
H 0.685119 3.354610 -2.524348 0.120 -0.195 -0.045 0.021
H 1.657651 1.893699 4.474531 0.113 0.000 -0.002 0.115
C -1.572591 -2.006374 1.125297 0.279 0.323 -0.303 -0.408
H 1.755014 -5.535937 -2.961220 0.040 0.076 -0.068 0.110
Te 2.854092 4.403355 -0.395117 -0.116 0.366 -0.185 0.665
H -1.923540 -4.505580 -3.805296 -0.052 -0.012 0.005 0.111
C 2.666077 -2.133759 0.790188 0.062 0.354 0.040 -0.223
H -0.968416 6.469505 2.332866 0.019 0.056 0.041 0.058
H -3.209113 5.570214 -1.162026 -0.141 0.010 -0.030 0.077
C -0.197590 3.361270 -4.485701 -0.062 -0.141 0.188 -0.131
H 0.735906 -0.818118 -3.349362 0.065 -0.105 -0.128 0.041
C -3.481198 1.717431 -1.665978 0.111 0.065 0.010 -0.142
C -0.192212 1.289871 3.603326 -0.262 -0.053 0.283 -0.163
C -0.646904 5.902395 3.203031 0.117 -0.252 -0.162 -0.061
H -0.632161 2.680680 -5.211545 -0.100 -0.083 -0.188 0.061
H 0.609907 3.899438 -4.976552 0.051 0.071 -0.042 0.078
H 0.271314 6.340950 3.588495 0.023 0.086 0.051 0.083
H -4.374726 2.338666 -1.663943 -0.089 0.014 0.018 0.074
C 1.134346 -3.935124 -1.643566 0.002 -0.050 -0.045 -0.196
H -0.137151 -1.411478 -4.779347 0.025 -0.048 -0.071 0.070
Mn 0.609313 0.744237 -0.408445 -0.122 0.441 0.471 0.776
H 3.334600 -0.147005 -3.744354 -0.128 -0.077 -0.072 0.106
H 0.554740 -3.844561 2.783746 -0.088 -0.071 0.004 0.114
C 5.228457 0.570782 -3.067586 0.093 0.054 0.166 -0.082
O 1.887788 0.495160 -1.687983 -0.715 -0.412 -0.491 -0.253
C 3.910444 1.303784 -0.719912 -0.275 -0.401 -0.963 -0.242
H 1.234933 2.039847 -3.555097 0.013 0.093 0.109 0.066
C 0.365523 1.195322 2.248537 2.236 0.553 -0.130 -0.449
C -3.465446 -3.693632 0.916631 -0.063 -0.072 0.195 -0.195
H 3.630582 -1.135172 2.444327 0.029 0.072 -0.034 0.105
H -3.105832 0.916841 5.285219 -0.064 0.024 -0.014 0.102
```
Forces are in eV/Å.

Multiplicity: 5
Net charge: 0
Relative energy (zero: lowest compared OMol25 entry of this formula, charge and spin), kJ/mol: 53.19
LUMO level (alpha / beta), eV: -0.6 / -0.4
Highest occupied orbital energy (alpha / beta), eV: -6.513 / -6.493